Record 1
The following is a DFT calculation (ωB97M-V/def2-TZVPD) of C5H9NOS as an isolated structure in a non-equilibrium geometry.

The geometry in XYZ format:
```
17
Properties=species:S:1:pos:R:3:forces:R:3:lowdin_charge:R:1
C 0.73276 1.18236 0.19215 -1.548 3.778 0.212 -0.31
C 1.37829 -0.14587 0.38934 -0.847 0.788 1.851 -0.39
C 0.34453 -1.04033 1.15352 0.691 1.686 -0.640 -0.36
C -1.14468 -0.02311 -1.16239 1.022 4.221 2.377 -0.45
C 0.21020 0.59590 -1.17884 3.924 3.833 -2.297 -0.30
H -0.88305 0.91125 1.09822 -1.851 -1.460 0.645 -0.04
H 1.56053 2.04238 0.24152 -2.085 -1.851 -0.860 0.20
H 2.30483 0.01542 0.84364 1.496 -0.754 1.476 0.12
H 0.67921 -2.03058 1.31918 0.223 -1.144 -0.161 0.05
H 0.13560 -0.60338 2.15735 0.376 -0.083 -0.735 0.10
H -1.87795 0.85424 -1.32915 0.793 -1.380 1.196 0.14
H -1.24300 -0.56784 -1.96940 -0.551 -3.058 -4.151 0.01
H 0.37425 1.39594 -2.03887 -0.888 -1.778 1.388 0.17
H 1.80025 -1.19504 -1.32037 -1.303 3.274 -0.159 0.18
N 1.55446 -0.11654 -1.03553 -0.262 -5.690 -1.365 0.01
O -0.37437 1.67493 0.96567 2.577 1.461 -0.027 -0.05
S -1.24147 -1.05124 0.25991 -1.767 -1.842 1.247 0.92
```
Forces are in eV/Å.

Summary:
- 2S+1: 1
- Maximum force: 5.95 eV Å⁻¹
- LUMO: 0.73 eV
- ΔE to the lowest compared entry with this formula, charge and spin: 380.6 kJ/mol
- E: -723.9748 Ha
- Kohn-Sham gap: 9.756 eV


Record 2
The following is a DFT calculation (ωB97M-V/def2-TZVPD) of a 3-piece molecular cluster, C15H25ClF3NO7P overall.

The geometry in XYZ format:
```
53
Properties=species:S:1:pos:R:3:forces:R:3:lowdin_charge:R:1
C 4.56104 -3.62335 -2.00586 0.066 0.012 0.101 -0.10
C 3.88494 -2.31544 -1.56098 -0.204 -0.395 0.375 -0.76
Cl 4.87264 -0.92302 -2.11881 -0.056 0.199 -0.125 0.71
C 3.90967 -2.22485 0.04171 0.546 0.024 -0.323 -0.79
O 4.95586 -2.65432 0.54064 0.112 -0.158 -0.003 -0.04
O 2.90560 -1.73403 0.55913 -0.680 0.239 0.344 -0.05
N 2.50215 -2.16553 -2.05404 0.620 -0.392 -0.556 -0.26
C 2.23707 -1.71387 -3.42692 -0.371 0.161 0.090 -0.22
C 2.52065 -2.67956 -4.60453 -0.156 0.272 -0.355 -0.11
C 3.79243 -2.44807 -5.37592 -0.012 -0.203 0.179 -0.22
F 4.40746 -1.25887 -5.25904 -0.001 0.000 0.028 0.06
C 4.32110 -3.32942 -6.20513 0.001 0.315 0.271 -0.34
F 5.45816 -3.20568 -6.85804 0.189 0.187 -0.209 0.14
F 3.74404 -4.48134 -6.48649 -0.163 -0.501 0.047 0.13
P 1.44908 -3.35746 -1.55499 -0.596 0.298 0.343 0.68
O 0.01205 -2.99445 -1.52424 0.136 -0.017 -0.147 -0.40
H 4.43511 -4.36462 -1.21158 -0.054 0.055 -0.098 0.08
H 4.13391 -4.02204 -2.92836 0.143 0.147 -0.072 0.05
H 5.63431 -3.48080 -2.11955 -0.080 -0.042 -0.028 0.07
H 2.72660 -0.75366 -3.59189 0.074 -0.145 0.091 0.09
H 1.16284 -1.50600 -3.44621 0.109 -0.022 0.011 0.11
H 1.69318 -2.56225 -5.31604 0.034 -0.006 0.107 0.13
H 2.47973 -3.72037 -4.27920 0.053 0.078 -0.055 0.08
H 1.63757 -4.45053 -2.43306 0.104 -0.075 0.040 0.01
H 1.99372 -3.79955 -0.35090 0.142 -0.061 -0.025 0.04
O -2.42612 1.83120 -0.52045 0.011 0.019 0.022 0.07
C -1.75604 1.23178 0.28839 -0.179 -0.122 -0.003 -0.54
O -0.81006 0.39857 -0.13769 0.074 0.147 -0.018 0.01
C 0.13910 -0.23278 0.75528 0.138 -0.113 0.011 -0.22
C -0.41543 -1.49127 1.37888 -0.199 0.023 0.025 -0.07
C -2.03448 1.36866 1.77043 0.256 0.264 0.079 0.01
H 0.47885 0.48682 1.50125 -0.022 0.023 -0.011 0.11
H 0.99847 -0.48311 0.13816 -0.047 0.015 -0.052 0.09
H -1.28716 -1.28846 2.00717 0.055 0.014 0.042 0.06
H 0.36005 -1.95485 1.98916 0.039 0.005 -0.034 0.08
H -0.70691 -2.18552 0.59212 0.043 -0.018 -0.015 0.05
H -2.83213 0.67757 2.04096 0.001 -0.024 -0.014 0.09
H -2.36862 2.38695 1.95712 -0.124 -0.038 -0.037 0.07
H -1.17547 1.18124 2.40790 -0.029 -0.129 0.002 0.07
O -2.81769 3.37002 5.32177 0.005 0.030 0.000 0.11
C -3.78501 3.87445 4.82468 -0.058 0.040 0.091 -0.53
O -3.66283 4.46139 3.61713 0.120 -0.073 -0.058 -0.01
C -4.77784 4.92383 2.85036 -0.086 0.052 -0.058 -0.24
C -5.20237 6.32357 3.24358 0.058 0.000 0.089 -0.07
C -5.11440 3.92448 5.54643 -0.086 -0.183 -0.152 0.01
H -5.60348 4.21288 2.90651 0.006 -0.001 0.030 0.11
H -4.41989 4.91247 1.82239 0.023 -0.020 0.008 0.13
H -5.55378 6.36409 4.27504 -0.036 -0.015 -0.013 0.07
H -6.00730 6.66818 2.59360 0.005 -0.002 -0.016 0.08
H -4.36025 7.00897 3.14951 -0.007 0.003 -0.029 0.08
H -5.11038 4.78784 6.21138 0.000 0.013 0.002 0.09
H -5.19965 3.02283 6.14686 0.069 0.042 0.070 0.09
H -5.98009 3.98729 4.89239 0.012 0.080 0.004 0.07
```
Forces are in eV/Å.

Summary:
- 2S+1: 1
- Maximum force: 0.92 eV Å⁻¹
- LUMO: 2.08 eV
- Charge: -1
- E: -2269.2221 Ha
- Kohn-Sham gap: 7.456 eV


Among the records above, which one has the lowest E? C15H25ClF3NO7P


The lowest LUMO belongs to which entry? C5H9NOS


Which of these has the lowest E? C15H25ClF3NO7P